Density functional theory data (the ωB97M-V functional and the def2-TZVPD basis) for 15 unconnected molecules or ions with the total composition BF4H28O14.

Net charge   -1
Frontier orbital gap   9.560 eV
Energy relative to the best compared isomer or geometry (same formula, charge and spin)   140.38 kJ/mol

Last column: Mulliken charge in e.
Cartesian coordinates (Å):
B -0.38667 0.29313 -0.06724  1.017
F -1.61438 0.48353 0.63172  -0.189
F -0.29778 1.10815 -1.10420  0.100
F 0.72906 0.42595 0.71104  -0.848
F -0.29755 -1.02807 -0.45677  -0.069
O 2.92109 1.05960 2.45847  -0.610
H 3.21152 0.84498 3.29779  0.270
H 2.73179 0.21963 2.05997  0.274
O 0.23066 -3.38063 -2.09694  -0.671
H 0.35976 -2.59887 -2.60707  0.329
H -0.31472 -3.93517 -2.63574  0.321
O 2.73456 -1.18486 -1.07416  -0.663
H 3.07499 -0.56124 -1.69002  0.319
H 2.22021 -0.66274 -0.43723  0.208
O 0.60431 2.31949 2.74331  -0.643
H 0.91988 1.78087 2.04119  0.209
H 0.29111 1.66062 3.29167  0.299
O -1.99303 -1.67399 2.87212  -0.643
H -2.35479 -1.45984 1.98946  0.436
H -1.76032 -2.59708 2.77715  0.279
O -1.08495 -3.68143 0.17357  -0.656
H -0.60560 -3.62716 -0.69579  0.383
H -1.26611 -4.59932 0.04580  0.253
O 0.37746 2.58591 -3.08414  -0.751
H 0.92447 3.05297 -2.47623  0.314
H 0.02075 1.98552 -2.49168  0.552
O 0.16084 -0.82875 -3.33009  -0.784
H -0.16309 -0.54338 -2.49343  0.214
H 0.93364 -0.24814 -3.49531  0.349
O 0.76404 -2.32998 1.79359  -0.738
H 0.24463 -3.00759 1.29031  0.449
H 0.41452 -1.55858 1.36752  0.005
O -3.14127 -1.94391 0.39723  -0.787
H -2.84377 -1.17481 -0.17352  0.335
H -2.45141 -2.53554 0.25167  0.464
O 0.97822 3.51360 -0.02302  -0.689
H 1.38666 2.64171 -0.28751  0.106
H 0.21434 3.32608 0.55894  0.370
O 2.86027 1.63824 -0.52978  -0.590
H 2.99681 2.24840 -1.33400  0.274
H 3.31244 2.03667 0.16581  0.260
O -2.83567 1.78458 2.37001  -0.705
H -2.21603 1.22678 1.83716  0.428
H -2.42468 1.83198 3.21000  0.267
O -2.87377 2.42973 -2.05905  -0.667
H -2.52033 1.58874 -1.76621  0.295
H -2.17212 3.07423 -1.92637  0.325